Entry from the Open Molecules 2025 dataset: an isolated molecule of C3H3NO2 in a non-equilibrium geometry (wB97M-V/def2-TZVPD).

energy above the lowest of the compared OMol25 structures with the same formula, charge and spin: 100.6 kcal/mol
largest force on an atom: 2.92 eV/A
orbital gap (alpha / beta): 7.698 / 7.379 eV
M: 85.1 g/mol

```
9
Properties=species:S:1:pos:R:3:nbo_charge:R:1
O -0.721 -1.385 -1.350 -0.62
C -0.026 -0.452 -0.679 0.43
N 0.976 0.190 -1.162 -0.13
O 1.112 1.577 0.338 -0.39
C 0.253 1.013 1.086 0.25
C -0.342 -0.146 0.689 -0.48
H -0.324 -1.506 -2.222 0.50
H -0.034 1.530 1.979 0.20
H -0.893 -0.821 1.321 0.24
```

Entry from the Open Molecules 2025 dataset: an isolated molecule of C5H8O (wB97M-V/def2-TZVPD).

energy above the lowest of the compared OMol25 structures with the same formula, charge and spin: 26.3 kcal/mol
largest force on an atom: 0.62 eV/A
orbital gap: 10.445 eV
M: 84.1 g/mol
structure (SMILES): C/C=C\CC=O

```
14
Properties=species:S:1:pos:R:3:nbo_charge:R:1
C 1.738 0.053 0.296 -0.67
C 0.523 0.544 1.029 -0.14
C -0.726 0.097 0.891 -0.21
C -1.179 -0.777 -0.260 -0.56
C -1.051 0.163 -1.438 0.45
O -0.167 0.113 -2.262 -0.53
H 2.358 -0.483 1.023 0.22
H 1.506 -0.622 -0.531 0.23
H 2.345 0.876 -0.101 0.23
H 0.708 1.305 1.787 0.20
H -1.503 0.485 1.546 0.21
H -0.553 -1.660 -0.417 0.23
H -2.218 -1.097 -0.129 0.23
H -1.781 1.002 -1.433 0.11
```

Entry from the Open Molecules 2025 dataset: C18H27CoN5O7P3Se2 as an isolated structure (wB97M-V/def2-TZVPD).

<S²>: 0.957
spin multiplicity: 2
largest force on an atom: 0.51 eV/A
orbital gap (alpha / beta): 7.950 / 7.948 eV
M: 735.2 g/mol
total charge: +1

```
63
Properties=species:S:1:pos:R:3:nbo_charge:R:1
Co -0.693 0.478 -0.440 1.15
Se -2.299 -2.489 -1.798 0.21
Se -3.923 -0.876 -1.719 0.25
C -3.721 -0.304 0.102 0.06
C -4.898 -0.200 0.828 -0.27
C -4.842 0.200 2.150 -0.13
C -3.603 0.454 2.711 -0.24
C -2.480 0.334 1.917 0.04
N -2.520 -0.022 0.619 -0.53
C -1.041 -1.491 -2.852 0.05
C -0.576 -2.072 -4.019 -0.27
C 0.213 -1.311 -4.868 -0.13
C 0.454 0.011 -4.544 -0.24
C -0.035 0.500 -3.348 0.09
N -0.736 -0.243 -2.482 -0.56
H -5.837 -0.456 0.356 0.25
H -5.748 0.289 2.736 0.24
H -3.499 0.753 3.746 0.24
H -1.509 0.580 2.315 0.24
H -0.869 -3.082 -4.271 0.24
H 0.593 -1.734 -5.790 0.24
H 1.022 0.657 -5.199 0.24
H 0.147 1.520 -3.053 0.21
C 0.538 4.325 -1.905 -0.64
C 0.743 3.813 -0.481 -0.49
O 1.284 4.804 0.388 -0.72
P 1.904 2.403 -0.399 2.41
O 3.234 2.765 -1.167 -0.97
O 2.352 2.264 1.105 -0.99
O 1.271 1.190 -0.999 -1.15
P -0.773 3.047 0.225 2.36
O -1.530 4.340 0.763 -0.99
O -0.286 2.118 1.316 -1.19
O -1.564 2.304 -0.835 -1.13
H 1.487 4.625 -2.348 0.23
H -0.123 5.192 -1.879 0.23
H 0.065 3.569 -2.532 0.23
H 0.605 5.464 0.576 0.49
H 3.781 3.430 -0.722 0.53
H 1.535 2.273 1.654 0.55
H -2.494 4.290 0.719 0.53
C 2.909 -2.002 2.401 -0.08
N 2.964 -2.355 0.981 -0.45
C 2.399 -3.693 0.804 -0.07
N 1.038 -3.829 1.329 -0.45
C 1.043 -3.443 2.741 -0.07
N 1.563 -2.094 2.979 -0.45
C 0.663 -1.078 2.446 -0.51
P 0.478 -1.237 0.599 0.81
C 2.280 -1.362 0.161 -0.51
C 0.077 -3.055 0.555 -0.51
H 3.288 -0.987 2.534 0.20
H 3.555 -2.688 2.947 0.21
H 3.034 -4.403 1.332 0.21
H 2.403 -3.948 -0.257 0.20
H 1.674 -4.149 3.281 0.21
H 0.029 -3.513 3.138 0.20
H 1.032 -0.078 2.685 0.23
H -0.316 -1.193 2.911 0.22
H 2.741 -0.388 0.296 0.24
H 2.364 -1.617 -0.897 0.23
H 0.084 -3.393 -0.482 0.22
H -0.931 -3.206 0.941 0.23
```